[1]
Formula: C30H34N7O5S5W
Source: the Open Molecules 2025 dataset
Level of theory: the ωB97M-V functional and the def2-TZVPD basis

Total charge: +1
LUMO energy (spin up / spin down) in eV: -3.15 / -3.42
Energy above the lowest of the compared OMol25 structures with the same formula, charge and spin in kcal per mole: 10.83
Electronic energy in eV: -108328.991

Geometry (Å):
1 W -0.863 -0.700 0.278
2 N -4.074 -3.359 -1.397
3 C -3.036 -2.844 -0.717
4 S -3.283 -1.437 0.253
5 N -1.885 -3.467 -0.804
6 N -0.903 -2.822 -0.073
7 C 0.091 -3.579 0.318
8 C 1.113 -2.921 1.093
9 C 2.192 -3.578 1.685
10 C 3.081 -2.839 2.437
11 C 2.858 -1.469 2.588
12 C 1.769 -0.884 1.975
13 N 0.909 -1.594 1.223
14 H -4.970 -2.909 -1.374
15 H -3.939 -4.176 -1.966
16 H 0.086 -4.642 0.100
17 H 2.309 -4.642 1.547
18 H 3.927 -3.316 2.907
19 H 3.521 -0.856 3.175
20 H 1.565 0.178 2.050
21 S -0.707 1.455 1.851
22 C -1.669 1.981 0.542
23 N -2.057 1.058 -0.301
24 C -2.991 1.543 -1.222
25 C -3.714 0.818 -2.158
26 C -4.619 1.494 -2.952
27 C -4.820 2.870 -2.820
28 C -4.124 3.596 -1.871
29 C -3.219 2.913 -1.069
30 S -2.288 3.562 0.254
31 H -3.553 -0.243 -2.284
32 H -5.171 0.942 -3.698
33 H -5.534 3.371 -3.458
34 H -4.286 4.655 -1.747
35 C 4.592 1.671 -2.730
36 N 3.821 0.850 -1.805
37 N 2.632 1.334 -1.293
38 C 1.842 0.279 -0.930
39 O 0.770 0.499 -0.275
40 C 2.533 -0.901 -1.295
41 C 3.720 -0.500 -1.864
42 C 4.764 -1.319 -2.537
43 C 2.545 2.657 -0.760
44 C 3.572 3.142 0.032
45 C 3.477 4.431 0.531
46 C 2.363 5.207 0.246
47 C 1.341 4.696 -0.542
48 C 1.423 3.412 -1.059
49 H 4.452 2.716 -2.463
50 H 4.263 1.509 -3.758
51 H 5.645 1.419 -2.626
52 H 2.178 -1.911 -1.181
53 H 4.576 -2.374 -2.356
54 H 5.759 -1.075 -2.168
55 H 4.750 -1.154 -3.614
56 H 4.431 2.524 0.256
57 H 4.275 4.828 1.141
58 H 2.294 6.212 0.635
59 H 0.478 5.301 -0.770
60 H 0.654 2.999 -1.693
61 O -1.338 -1.398 2.352
62 S -2.438 -0.818 3.247
63 C -1.621 -0.370 4.777
64 C -2.583 -0.814 5.869
65 C -3.014 -2.236 5.495
66 C -3.249 -2.267 3.979
67 H -1.403 0.695 4.753
68 H -0.689 -0.942 4.787
69 H -3.447 -0.149 5.905
70 H -2.103 -0.768 6.846
71 H -3.915 -2.531 6.030
72 H -2.231 -2.944 5.765
73 H -4.298 -2.216 3.701
74 H -2.800 -3.119 3.468
75 C 0.731 -0.956 -4.016
76 S -0.637 -0.197 -3.152
77 O -1.798 -0.467 -3.951
78 O -0.290 1.179 -2.893
79 O -0.708 -1.001 -1.849
80 H 1.552 -0.253 -4.034
81 H 0.385 -1.160 -5.024
82 H 1.027 -1.879 -3.540

[2]
Formula: H5O3
Source: the Open Molecules 2025 dataset
Level of theory: the ωB97M-V functional and the def2-TZVPD basis

Total charge: -1
LUMO energy in eV: 4.85
Energy above the lowest of the compared OMol25 structures with the same formula, charge and spin in kcal per mole: 5.82
Electronic energy in eV: -6224.378

Geometry (Å):
1 O -0.175 0.623 0.309
2 H 0.049 1.483 -0.032
3 O 2.104 0.094 0.869
4 H 2.093 -0.627 1.463
5 H 0.960 0.331 0.524
6 O -1.952 -0.478 -1.343
7 H -1.870 -1.380 -0.985
8 H -1.208 -0.047 -0.806

[3]
Formula: C3H4N2OS2
Source: the Open Molecules 2025 dataset
Level of theory: the ωB97M-V functional and the def2-TZVPD basis

SMILES string: NS(=O)#C/N=C\C=S
LUMO energy (spin up / spin down) in eV: -1.30 / -1.30
Energy above the lowest of the compared OMol25 structures with the same formula, charge and spin in kcal per mole: 98.49
Electronic energy in eV: -29869.873

Geometry (Å):
1 N -2.043 -0.164 1.617
2 S -2.169 -0.073 -0.131
3 O -2.771 -1.266 -0.747
4 C -0.395 -0.452 -0.377
5 N 0.315 -0.167 -1.307
6 C 1.570 0.163 -1.501
7 C 2.294 0.481 -0.324
8 S 1.658 0.495 1.213
9 H -1.174 -0.081 2.096
10 H -2.735 0.244 2.196
11 H 2.026 0.072 -2.412
12 H 3.425 0.747 -0.324

[4]
Formula: CH3O3PS
Source: the Open Molecules 2025 dataset
Level of theory: the ωB97M-V functional and the def2-TZVPD basis

LUMO energy (spin up / spin down) in eV: -1.66 / -1.66
Energy above the lowest of the compared OMol25 structures with the same formula, charge and spin in kcal per mole: 100.78
Electronic energy in eV: -27348.466

Geometry (Å):
1 C -1.726 -0.236 -0.332
2 O 2.545 -1.250 0.209
3 O -0.500 -0.102 -1.006
4 O -1.350 0.315 0.922
5 P 2.309 0.164 -0.023
6 S 0.213 0.857 0.157
7 H -2.366 0.446 -0.842
8 H -1.912 -1.261 -0.095
9 H 2.788 1.067 1.009

[5]
Formula: C33H44AsGe2MnN5SSe
Source: the Open Molecules 2025 dataset
Level of theory: the ωB97M-V functional and the def2-TZVPD basis

Total charge: +2
LUMO energy (spin up / spin down) in eV: -5.37 / -5.58
Energy above the lowest of the compared OMol25 structures with the same formula, charge and spin in kcal per mole: 0.00
2S+1: 6
Electronic energy in eV: -323746.257
⟨S²⟩: 8.755

Geometry (Å):
1 Mn 0.950 -0.414 -0.916
2 C -2.673 3.347 -1.913
3 C -1.786 2.110 -2.061
4 Ge -0.550 1.912 -0.536
5 C 1.215 2.718 -0.999
6 C 1.516 3.916 -0.098
7 C -1.308 2.715 1.059
8 C -1.841 1.783 1.869
9 Ge -1.443 0.040 1.037
10 C -0.387 -1.346 1.982
11 C -0.407 -1.321 3.512
12 C -3.035 -0.729 0.201
13 C -4.252 -0.747 1.130
14 C -2.687 2.077 3.044
15 C -2.981 1.087 3.977
16 C -3.779 1.352 5.081
17 C -4.305 2.620 5.264
18 C -4.037 3.616 4.331
19 C -3.241 3.347 3.232
20 H -3.323 3.477 -2.780
21 H -2.083 4.261 -1.815
22 H -3.312 3.276 -1.031
23 H -1.193 2.177 -2.976
24 H -2.402 1.214 -2.158
25 H 1.112 3.039 -2.039
26 H 2.063 2.031 -0.980
27 H 0.734 4.675 -0.159
28 H 2.456 4.391 -0.381
29 H 1.596 3.623 0.952
30 H -1.419 3.782 1.245
31 H 0.654 -1.316 1.663
32 H -0.764 -2.302 1.610
33 H -0.126 -0.344 3.910
34 H 0.296 -2.057 3.906
35 H -1.386 -1.575 3.918
36 H -2.763 -1.742 -0.100
37 H -3.260 -0.170 -0.710
38 H -4.069 -1.343 2.026
39 H -5.122 -1.173 0.628
40 H -4.522 0.257 1.460
41 H -2.591 0.094 3.853
42 H -3.989 0.565 5.794
43 H -4.930 2.832 6.121
44 H -4.459 4.605 4.457
45 H -3.068 4.132 2.506
46 Se 8.251 -1.420 1.793
47 N 6.841 -0.501 2.392
48 C 5.883 -0.680 1.529
49 C 4.559 -0.087 1.671
50 C 4.215 0.730 2.747
51 C 2.941 1.256 2.802
52 C 2.047 0.948 1.789
53 N 2.356 0.165 0.756
54 C 3.600 -0.343 0.691
55 C 3.914 -1.185 -0.473
56 N 2.933 -1.370 -1.370
57 C 3.181 -2.117 -2.442
58 C 4.413 -2.712 -2.677
59 C 5.425 -2.530 -1.758
60 C 5.178 -1.752 -0.627
61 C 6.189 -1.504 0.392
62 N 7.394 -1.994 0.335
63 H 4.951 0.935 3.513
64 H 2.632 1.897 3.616
65 H 1.037 1.346 1.814
66 H 2.354 -2.248 -3.127
67 H 4.563 -3.309 -3.564
68 H 6.402 -2.977 -1.893
69 C -2.698 -2.212 -3.252
70 As -1.632 -3.537 -2.353
71 C -2.773 -4.509 -1.153
72 C -1.010 -4.756 -3.695
73 S 0.048 -2.761 -1.309
74 H -3.388 -2.701 -3.939
75 H -2.037 -1.550 -3.805
76 H -3.255 -1.645 -2.511
77 H -3.519 -5.066 -1.717
78 H -3.263 -3.796 -0.495
79 H -2.164 -5.191 -0.565
80 H -1.864 -5.202 -4.201
81 H -0.410 -5.527 -3.220
82 H -0.400 -4.202 -4.405
83 C 1.396 1.489 -5.341
84 C 1.212 0.845 -4.053
85 N 1.067 0.337 -3.038
86 H 1.633 2.540 -5.180
87 H 0.480 1.403 -5.923
88 H 2.217 1.006 -5.870

[6]
Formula: BH26O11
Source: the Open Molecules 2025 dataset
Level of theory: the ωB97M-V functional and the def2-TZVPD basis

Total charge: -1
LUMO energy in eV: 2.63
Energy above the lowest of the compared OMol25 structures with the same formula, charge and spin in kcal per mole: 42.81
Electronic energy in eV: -23621.188

Geometry (Å):
1 B 0.139 -0.491 -0.289
2 H 0.611 0.211 0.381
3 H -0.250 -1.342 0.248
4 H -0.747 0.010 -0.646
5 H 0.799 -0.825 -1.075
6 O -0.915 -0.362 3.366
7 H -1.182 0.229 2.661
8 H -1.644 -0.977 3.451
9 O -0.672 1.389 -3.771
10 H -0.773 1.441 -4.721
11 H -0.599 0.452 -3.588
12 O 1.458 2.121 -0.886
13 H 1.058 2.657 -1.570
14 H 0.893 1.351 -0.823
15 O -2.889 -1.508 -0.132
16 H -2.928 -1.793 -1.045
17 H -1.960 -1.343 0.029
18 O -2.307 1.584 -1.566
19 H -1.584 1.289 -1.012
20 H -1.908 1.726 -2.424
21 O 3.305 -1.000 -0.088
22 H 3.416 -0.410 0.657
23 H 2.392 -0.885 -0.352
24 O 2.431 2.799 2.165
25 H 1.832 2.565 2.874
26 H 2.046 2.400 1.384
27 O -0.673 1.966 1.756
28 H -1.590 2.088 2.002
29 H -0.704 1.401 0.985
30 O -0.381 -1.432 -2.879
31 H 0.363 -1.611 -3.454
32 H 0.016 -1.174 -2.046
33 O -0.183 -3.740 1.185
34 H -0.321 -3.648 2.128
35 H -0.381 -2.874 0.828
36 O 1.627 -0.845 2.238
37 H 1.369 -0.836 1.317
38 H 0.838 -0.583 2.712